(1)
Computed, not measured: a structure of composition C2H5NS2 in a non-equilibrium geometry, with ωB97M-V/def2-TZVPD.

## Properties
E_HOMO (alpha / beta)   -7.6 / -7.6 eV
Total energy   -25311.755 eV
Kohn-Sham gap (alpha / beta)   6.93 / 6.93 eV
Net charge   0
Energy above the lowest of the compared OMol25 structures with the same formula, charge and spin   392.75 kJ/mol

XYZ file:
```
10
Properties=species:S:1:pos:R:3:mulliken_charge:R:1
C 0.772 1.308 0.081 -0.280
C -1.163 -0.830 -0.016 -0.733
N 0.081 -0.400 -0.640 -0.307
S 2.366 0.560 0.181 -0.130
S 1.529 -1.316 -0.221 -0.021
H 0.588 2.005 -0.837 0.274
H 0.342 1.593 1.028 0.303
H -1.954 -0.603 -0.644 0.322
H -1.180 -1.945 0.222 0.272
H -1.380 -0.371 0.845 0.301
```

(2)
Computed, not measured: an isolated molecule of C3H3ClFNS in a non-equilibrium geometry, with ωB97M-V/def2-TZVPD.

## Properties
E_HOMO   -9.4 eV
Total energy   -30720.980 eV
Kohn-Sham gap   8.72 eV
Net charge   0
SMILES   FC(/C=N\S)=C/Cl
Energy above the lowest of the compared OMol25 structures with the same formula, charge and spin   291.93 kJ/mol

XYZ file:
```
10
Properties=species:S:1:pos:R:3:mulliken_charge:R:1
F 0.131 2.346 -0.581 -0.269
C 0.352 1.126 0.094 0.362
C -0.783 0.932 1.053 -0.217
N -1.800 0.055 0.782 -0.288
S -1.424 -1.159 -0.509 -0.063
C 1.137 0.231 -0.734 -0.268
Cl 1.877 -1.000 0.363 -0.128
H -0.991 1.874 1.490 0.362
H -2.611 -1.946 -0.540 0.173
H 1.660 0.382 -1.702 0.336
```